{"formula": "C28H33ClN4O6", "method": "ωB97M-V with the def2-TZVPD basis set", "symbols": ["O", "O", "O", "O", "Cl", "O", "O", "C", "C", "C", "C", "C", "C", "C", "C", "C", "C", "C", "C", "C", "C", "C", "C", "C", "C", "N", "N", "N", "N", "C", "C", "C", "C", "C", "C", "C", "C", "C", "C", "H", "H", "H", "H", "H", "H", "H", "H", "H", "H", "H", "H", "H", "H", "H", "H", "H", "H", "H", "H", "H", "H", "H", "H", "H", "H", "H", "H", "H", "H", "H", "H", "H"], "xyz": [[-5.704203, 5.297302, -0.769109], [1.881960, -1.712094, -2.062892], [3.965944, -0.798419, 1.015742], [-6.707129, 2.998270, 3.049480], [10.403854, -6.756581, 0.068124], [4.571907, -5.846709, -0.557210], [2.693575, 0.661513, 2.239910], [-6.242544, 4.214243, -0.930384], [1.656159, -2.476409, -1.137541], [2.904357, -0.236288, 1.254581], [-6.029209, 3.733814, 2.341504], [-3.447595, 1.278567, -0.480983], [-3.015874, 2.420168, 0.108018], [0.681926, 3.372505, -0.586700], [0.961252, 2.326521, -1.483728], [8.252824, -5.343489, -0.859911], [7.760755, -7.324546, 0.426275], [6.880330, -5.102094, -1.019828], [6.392756, -7.082797, 0.264360], [-0.594435, 3.490547, -0.001722], [-0.030693, 1.377621, -1.784828], [8.696431, -6.452992, -0.133447], [5.934349, -5.967844, -0.442587], [-1.616434, 2.559186, -0.290000], [-1.290066, 1.494926, -1.182022], [-2.431012, 0.727526, -1.235747], [-5.959195, 5.023806, 2.697097], [1.432912, -1.990811, 0.135328], [-6.054799, 3.152770, -0.146607], [-7.176500, 4.013646, -2.100558], [-5.254354, 6.160272, 2.105605], [3.956817, -4.549436, -0.619474], [1.299980, 1.006254, 2.232270], [1.585730, -3.973117, -1.403188], [1.628250, -0.579319, 0.493225], [2.950197, -4.572131, -1.779551], [0.578472, -0.109603, 1.481520], [-3.810840, 3.355961, 0.975475], [-5.318456, 3.085525, 1.130068], [-4.446897, 0.873616, -0.398271], [1.448461, 4.102532, -0.362213], [1.939161, 2.251281, -1.942336], [8.982090, -4.673756, -1.306007], [8.103208, -8.190424, 0.984561], [6.566969, -4.249560, -1.611338], [5.667334, -7.766704, 0.692310], [-0.807696, 4.316194, 0.660892], [0.181503, 0.562638, -2.463343], [-2.532249, -0.112818, -1.786833], [-6.517474, 5.229744, 3.510902], [1.398728, -2.675047, 0.885456], [-6.572437, 2.329352, -0.400856], [-6.778421, 3.238774, -2.752468], [-8.159911, 3.727940, -1.732812], [-7.252744, 4.948978, -2.654013], [-4.240959, 5.900815, 1.810542], [-5.190634, 6.965254, 2.838659], [-5.806214, 6.537778, 1.244355], [4.664560, -3.726200, -0.751844], [3.444567, -4.375692, 0.331931], [0.910055, 1.106001, 3.250379], [1.160588, 1.963203, 1.719943], [0.885147, -4.135437, -2.227222], [1.182968, -4.488385, -0.527336], [1.624500, 0.052075, -0.393840], [2.785990, -5.607622, -2.095838], [3.371917, -4.035123, -2.636031], [-0.333318, 0.240749, 0.993508], [0.312472, -0.912647, 2.176623], [-3.668579, 4.349522, 0.557746], [-3.359730, 3.344702, 1.968427], [-5.350354, 2.032002, 1.405802]], "forces_ev_per_angstrom": [[0.217, -0.050, 0.464], [-0.042, -0.101, 0.132], [-1.499, 1.465, 0.855], [-0.009, -0.521, -0.295], [-0.256, 0.075, -0.043], [0.501, 0.376, 0.021], [0.031, -0.459, -0.541], [0.037, 1.451, -0.943], [0.134, 0.898, -0.423], [2.209, -2.241, -0.759], [-0.526, -0.394, 0.367], [0.231, 0.415, 0.057], [0.291, -0.173, -0.041], [-1.063, -0.226, 0.163], [-1.097, -0.325, 0.163], [-0.220, -0.313, 0.200], [-0.132, 0.231, -0.236], [0.059, -0.347, 0.220], [0.423, 0.042, 0.008], [0.289, -0.224, -0.412], [0.237, 0.328, 0.126], [-0.707, 0.215, -0.129], [0.494, 0.068, 0.058], [0.701, 0.461, -0.224], [-0.489, 0.743, 0.916], [-0.179, -1.139, -0.790], [0.702, 1.068, -0.256], [0.606, -0.128, -0.187], [0.014, -0.925, 1.174], [0.027, -0.044, 0.062], [-0.301, 0.022, -0.207], [-0.201, -0.198, -0.399], [-1.016, 0.432, 0.012], [-0.023, 0.053, 0.454], [-0.678, -0.338, 0.572], [-0.085, 0.228, 0.052], [-0.379, 0.228, 0.037], [0.321, 0.687, -0.144], [0.806, -0.530, -0.622], [0.286, -0.336, -0.315], [-0.046, 0.015, 0.042], [-0.054, -0.059, -0.016], [-0.154, -0.074, 0.048], [-0.083, 0.115, -0.073], [0.007, -0.046, 0.084], [0.056, 0.107, -0.025], [0.059, 0.131, 0.102], [0.062, -0.071, -0.027], [0.045, 0.241, 0.120], [-0.023, -0.197, -0.027], [0.018, 0.379, -0.159], [-0.066, -0.022, 0.164], [-0.133, -0.125, -0.112], [-0.117, -0.131, -0.126], [0.052, -0.134, 0.112], [-0.082, -0.003, -0.050], [-0.027, -0.205, 0.121], [0.270, -0.019, -0.039], [0.114, -0.295, 0.109], [0.052, -0.113, 0.047], [0.482, -0.019, -0.069], [0.187, -0.099, 0.060], [0.067, 0.206, 0.096], [0.036, -0.125, 0.012], [-0.076, -0.344, -0.186], [0.114, 0.129, 0.171], [-0.195, -0.059, 0.063], [0.071, 0.008, 0.121], [0.073, -0.018, -0.096], [0.023, 0.209, 0.089], [-0.076, 0.154, 0.216], [-0.374, -0.007, 0.081]], "e_tot_ha": -2217.478427, "largest_force_ev_per_a": 3.2, "smiles": "CNC(=O)[C@H](Cc1c[nH]c2ccccc12)NC(C)=O.O=C(CCCOc1ccc(Cl)cc1)N[C@H]1CCOC1=O"}